{
  "formula": "C19H28N2O3S2",
  "method": "the ωB97M-V functional and the def2-TZVPD basis",
  "lumo_energy_ev": 0.39,
  "e_above_lowest_ev": 1.063,
  "gap_ev": 9.08,
  "max_force_ev_per_a": 0.23,
  "smiles": "CSC1(C(=O)N2C[C@H]3CSC[C@@]3(C)C2)CN(C(=O)[C@@H]2CC3(CC3)CO2)C1",
  "species": ["C", "S", "C", "C", "O", "N", "C", "C", "C", "S", "C", "C", "C", "C", "C", "N", "C", "O", "C", "C", "C", "C", "C", "C", "O", "C", "H", "H", "H", "H", "H", "H", "H", "H", "H", "H", "H", "H", "H", "H", "H", "H", "H", "H", "H", "H", "H", "H", "H", "H", "H", "H", "H", "H"],
  "positions_angstrom": [[-2.58329, 2.83233, 2.03618], [-2.11635, 1.09890, 1.86509], [-0.39073, 1.29353, 1.34765], [-0.32870, 2.08539, 0.05298], [-0.07975, 3.28139, 0.07293], [-0.59447, 1.43811, -1.10574], [-1.08311, 0.06733, -1.27223], [-1.91382, 0.16923, -2.54587], [-3.29535, 0.76400, -2.26674], [-3.75955, 1.78283, -3.70352], [-2.09277, 1.75881, -4.43638], [-1.13636, 1.19270, -3.39282], [0.09908, 0.58154, -4.04745], [-0.73104, 2.22604, -2.33439], [0.55560, 1.82223, 2.45482], [1.22685, 0.52284, 2.44745], [1.89564, -0.02886, 3.48729], [2.22847, 0.62688, 4.45631], [2.27787, -1.49734, 3.34170], [2.99117, -1.87637, 2.02183], [2.18309, -3.05915, 1.50906], [1.61840, -3.08241, 0.11954], [2.70693, -4.04680, 0.52060], [1.34210, -3.48009, 2.69085], [1.07303, -2.26759, 3.37768], [0.37342, -0.05496, 1.40949], [-3.60162, 2.83771, 2.42034], [-1.93153, 3.33634, 2.74808], [-2.54980, 3.35350, 1.08203], [-0.25579, -0.63683, -1.40234], [-1.67713, -0.24721, -0.41503], [-2.00316, -0.78851, -3.06158], [-4.04392, -0.01182, -2.11700], [-3.26984, 1.38688, -1.37107], [-2.09664, 1.12856, -5.32593], [-1.81147, 2.76916, -4.73529], [0.61372, 1.32253, -4.66165], [0.80963, 0.22776, -3.29762], [-0.17381, -0.26064, -4.68631], [-1.49649, 2.99527, -2.20011], [0.20463, 2.73064, -2.57783], [1.18601, 2.65393, 2.14628], [0.07285, 2.04679, 3.40601], [2.89689, -1.74025, 4.20869], [3.00330, -1.04838, 1.31282], [4.02575, -2.15494, 2.22376], [0.61848, -3.47350, -0.02132], [1.89225, -2.27551, -0.54927], [3.69844, -3.88479, 0.11927], [2.43860, -5.08740, 0.65094], [0.39173, -3.93963, 2.41989], [1.89875, -4.16742, 3.34254], [-0.21745, -0.90972, 1.73921], [0.91126, -0.31299, 0.49619]],
  "atomic_forces_ev_per_a": [[-0.0014, 0.0007, 0.0030], [0.0004, -0.0029, 0.0080], [0.0132, 0.0092, -0.0183], [0.0028, -0.0009, 0.0029], [-0.0018, 0.0009, 0.0014], [-0.0082, 0.0070, -0.0057], [0.0052, 0.0028, -0.0010], [-0.0043, 0.0080, -0.0140], [0.0010, -0.0030, 0.0091], [-0.0037, 0.0007, -0.0013], [0.0054, -0.0059, -0.0103], [-0.0061, -0.0050, 0.0052], [0.0031, -0.0012, 0.0006], [-0.0004, -0.0021, 0.0046], [-0.0124, -0.0056, 0.0113], [-0.1115, -0.0339, 0.0502], [0.2161, 0.0604, -0.0573], [0.0011, -0.0008, -0.0009], [-0.2068, -0.0510, -0.0524], [0.1094, 0.0223, 0.0535], [-0.0010, 0.0034, 0.0069], [-0.0051, -0.0015, 0.0003], [0.0081, 0.0003, -0.0011], [0.0056, -0.0010, 0.0004], [0.0013, 0.0005, 0.0018], [-0.0160, -0.0069, 0.0120], [-0.0001, 0.0007, 0.0000], [-0.0013, 0.0003, -0.0006], [0.0007, -0.0001, -0.0004], [-0.0022, -0.0015, 0.0022], [0.0007, -0.0010, -0.0005], [0.0040, -0.0002, 0.0020], [-0.0012, 0.0012, 0.0015], [-0.0028, -0.0034, -0.0010], [0.0004, 0.0040, -0.0020], [-0.0012, 0.0023, 0.0022], [-0.0003, 0.0001, 0.0001], [0.0003, -0.0011, -0.0001], [-0.0009, 0.0004, 0.0001], [0.0027, -0.0027, -0.0017], [0.0022, -0.0018, 0.0016], [0.0021, -0.0028, -0.0029], [0.0045, 0.0055, -0.0010], [-0.0042, -0.0001, 0.0023], [0.0003, -0.0015, -0.0020], [0.0015, 0.0050, -0.0017], [0.0005, 0.0004, -0.0023], [-0.0002, -0.0003, -0.0002], [-0.0008, -0.0007, -0.0009], [-0.0053, 0.0018, 0.0020], [0.0025, -0.0021, -0.0029], [-0.0039, -0.0021, 0.0006], [0.0025, -0.0034, -0.0045], [0.0056, 0.0082, 0.0012]],
  "nbo_charge": [-0.746, 0.231, -0.264, 0.679, -0.628, -0.446, -0.213, -0.228, -0.528, 0.177, -0.512, -0.060, -0.603, -0.220, -0.192, -0.441, 0.670, -0.596, 0.013, -0.416, -0.093, -0.412, -0.408, -0.057, -0.521, -0.204, 0.234, 0.224, 0.229, 0.192, 0.226, 0.223, 0.232, 0.216, 0.216, 0.228, 0.218, 0.211, 0.212, 0.215, 0.219, 0.225, 0.213, 0.199, 0.219, 0.223, 0.214, 0.208, 0.218, 0.217, 0.195, 0.169, 0.226, 0.198]
}

{
  "formula": "C4H10O",
  "method": "the ωB97M-V functional and the def2-TZVPD basis",
  "lumo_energy_ev": 0.74,
  "e_above_lowest_ev": 5.360,
  "gap_ev": 9.40,
  "max_force_ev_per_a": 2.25,
  "species": ["C", "C", "C", "C", "O", "H", "H", "H", "H", "H", "H", "H", "H", "H", "H"],
  "positions_angstrom": [[-1.73461, 0.59300, -0.81081], [0.28710, 1.15270, -0.25464], [0.53978, -0.27882, -0.07119], [1.54331, -0.61139, 0.96978], [-0.92857, -1.18304, 0.37288], [-2.48065, 0.17473, -0.11937], [-1.83011, 0.12377, -1.80169], [-1.74128, 1.64136, -0.87585], [0.87732, 1.68148, -1.05042], [0.43108, 1.77237, 0.66179], [0.66972, -0.76344, -1.02685], [2.52524, -0.52623, 0.49722], [1.51944, 0.03708, 1.85971], [1.34231, -1.64141, 1.21644], [-1.02007, -2.17217, 0.43299]],
  "atomic_forces_ev_per_a": [[0.5536, 1.9391, -0.2588], [-1.9651, -1.0978, -0.0603], [-1.0419, -1.3059, 0.2857], [0.1641, -0.5693, 0.0872], [1.3980, 0.4995, 0.2008], [1.1117, 0.4443, -0.0255], [0.8535, 0.0752, 0.5457], [-1.1922, 1.2381, -0.5085], [-1.1373, -0.9683, 0.1314], [-0.8598, -0.6063, -0.4729], [0.3992, -0.1961, -0.0641], [0.1200, -0.0228, 0.1844], [-0.2267, -0.2935, -0.3793], [0.5575, -0.3325, 0.5757], [1.2654, 1.1964, -0.2415]],
  "nbo_charge": [-0.452, -0.459, 0.132, -0.651, -0.907, 0.226, 0.194, 0.175, 0.223, 0.198, 0.195, 0.216, 0.214, 0.227, 0.469]
}